44
Properties=species:S:1:pos:R:3 method="wB97M-V/def2-TZVPD" multiplicity=1 e_homo_ev=-8.06 gap_ev=8.18 lumo_energy_ev=0.12
O -3.84053 1.18192 3.55953
O -3.99721 -1.56453 4.18033
O -3.16386 -1.59078 0.62880
O -5.60993 -0.13305 2.59574
O -4.41086 1.66816 1.20013
O -1.82555 -2.56978 3.35863
O -2.00455 -0.32410 4.63673
S 2.38551 2.01053 -2.37463
C 4.09396 -0.87646 -5.40461
C 2.95956 -0.16057 -5.69359
C 4.84145 -0.67056 -4.23222
C 2.46612 0.70972 -4.76592
C 4.44716 0.21846 -3.27215
C 3.22637 0.93964 -3.51735
N 0.67634 0.33179 0.88817
C 1.56023 -0.05030 2.04380
C 1.90966 0.84320 -1.10216
C 0.99330 1.40514 -0.08238
C -0.56209 -0.42864 0.72470
C -1.81275 0.31621 1.30873
C -2.82080 -0.62258 1.79922
P -4.16693 0.50521 2.28807
P -2.67130 -1.27295 3.49318
H -3.68571 -1.25212 -0.13744
H -5.45790 -0.82189 3.28695
H -4.64565 2.50511 1.67967
H -1.91361 -2.87018 4.27334
H -2.64221 0.42232 4.73723
H 4.47003 -1.69492 -6.08557
H 2.51363 -0.27419 -6.68512
H 5.60855 -1.32883 -3.93284
H 1.51204 1.22853 -4.91449
H 5.19035 0.30747 -2.47732
H 2.51341 -0.04999 1.53255
H 1.52990 0.65038 2.86313
H 1.41705 -0.99170 2.33250
H 2.76533 0.56960 -0.48141
H 1.43702 -0.01497 -1.65864
H 1.51069 2.18220 0.49070
H 0.01900 1.77481 -0.50263
H -0.55563 -1.45007 1.09178
H -0.55834 -0.55320 -0.36944
H -1.48117 0.91633 2.18770
H -2.22007 0.87963 0.50863